59
Properties=species:S:1:pos:R:3:lowdin_charge:R:1 method="wB97M-V/def2-TZVPD" largest_force_ev_per_a=0.6 gap_ev=7.5 multiplicity=1 energy_ev=-117370.569 de_lowest_kj_mol=0.0 lumo_ev=-0.0619
Sn -2.5647 1.2050 -0.3434 0.852
S -3.2355 -1.0742 0.6640 0.477
C -4.6362 -0.2246 0.9810 -0.937
N -5.5541 0.4499 1.1946 0.087
C -3.4250 0.7944 -2.4011 -0.353
C -4.7294 0.0719 -2.3904 -0.371
C -4.7794 -1.3220 -2.3359 -0.101
C -5.9893 -1.9966 -2.3230 -0.089
C -7.1822 -1.2893 -2.3690 -0.100
C -7.1499 0.0957 -2.4263 -0.091
C -5.9378 0.7670 -2.4321 -0.066
H -3.5323 1.7622 -2.8942 0.040
H -2.6681 0.2175 -2.9384 0.035
H -3.8510 -1.8802 -2.3074 0.099
H -5.9974 -3.0786 -2.2794 0.101
H -8.1293 -1.8133 -2.3615 0.097
H -8.0735 0.6596 -2.4616 0.100
H -5.9262 1.8509 -2.4744 0.110
C 3.5841 0.2748 -1.9079 -0.115
C 3.3997 -0.4970 -0.5919 -0.628
C 3.1894 -1.9717 -0.9689 -0.102
C 4.6806 -0.3787 0.2485 -0.085
Si 1.9079 0.1715 0.4324 0.587
Br 0.2086 0.4154 -1.1980 0.433
C 2.1475 1.9535 1.1243 -0.626
C 0.8086 2.6469 1.4171 -0.121
C 2.8939 2.8398 0.1148 -0.102
C 2.9686 1.8845 2.4229 -0.084
C 1.1590 -1.0862 1.6822 -0.622
C 0.1240 -0.4099 2.5939 -0.101
C 2.2813 -1.6600 2.5636 -0.086
C 0.4374 -2.2395 0.9670 -0.113
H 4.4216 -0.1598 -2.4612 0.090
H 3.8021 1.3294 -1.7520 0.057
H 2.6960 0.1962 -2.5357 0.044
H 4.0245 -2.3013 -1.5936 0.090
H 2.2723 -2.1040 -1.5466 0.077
H 3.1563 -2.6259 -0.0979 0.065
H 5.5133 -0.8373 -0.2922 0.092
H 4.5887 -0.8895 1.2092 0.069
H 4.9453 0.6626 0.4383 0.065
H 0.2351 2.7907 0.5006 0.027
H 1.0090 3.6365 1.8381 0.091
H 0.1902 2.1052 2.1301 0.058
H 2.3911 2.8492 -0.8545 0.076
H 3.9280 2.5231 -0.0264 0.066
H 2.9147 3.8671 0.4890 0.090
H 2.4340 1.3557 3.2134 0.065
H 3.1685 2.8987 2.7798 0.092
H 3.9307 1.3901 2.2727 0.068
H 0.5755 0.3258 3.2603 0.069
H -0.3553 -1.1713 3.2153 0.096
H -0.6657 0.0728 2.0141 0.029
H 2.8462 -0.8732 3.0691 0.070
H 2.9819 -2.2673 1.9886 0.065
H 1.8436 -2.3011 3.3335 0.092
H -0.4682 -1.8860 0.4744 0.017
H 0.1359 -2.9848 1.7087 0.095
H 1.0552 -2.7404 0.2235 0.058